[1]
15
Properties=species:S:1:pos:R:3:forces:R:3:mulliken_charge:R:1 method="wB97M-V/def2-TZVPD" total_charge=+1 e_above_lowest_kcal_mol=6.2 mol_weight_g_mol=63.1 lumo_energy_ha=-0.1872 homo_lumo_gap_ev=9.7
O -0.102098 0.046830 -3.203938 0.7638 0.3272 -0.4029 -0.39
H 0.724637 0.265797 -3.689980 -0.0501 -0.3057 -0.1054 0.46
H -0.755789 0.733014 -3.452327 -0.2729 -0.0695 0.3563 0.48
H 0.127315 0.037332 -2.234204 -0.4740 -0.0735 0.4424 0.41
C -0.098571 -0.549287 -0.053830 0.6857 -1.3432 -0.9677 -1.12
C 0.351980 -0.485075 1.386921 0.8807 1.1739 0.2287 -0.37
C -0.281951 0.642647 2.170105 -0.4697 0.0855 0.4226 -1.17
H -1.039254 -1.049709 -0.277966 -0.3778 0.4143 0.2840 0.43
H 0.654784 -1.212650 -0.509758 -0.0965 0.1174 -0.4170 0.49
H -0.020612 0.448551 -0.523318 -0.2456 0.0814 0.2357 0.22
H 1.424523 -0.239390 1.306781 -0.1820 -0.3082 0.3105 0.25
H 0.278808 -1.421082 1.941269 -0.1773 -0.1299 -0.4083 0.35
H 0.196526 0.693021 3.153982 -0.3760 -0.0313 -0.0136 0.34
H -0.085292 1.621691 1.706878 -0.2741 -0.2974 -0.0347 0.32
H -1.375006 0.468310 2.279387 0.6658 0.3589 0.0692 0.29

[2]
18
Properties=species:S:1:pos:R:3:forces:R:3:mulliken_charge:R:1 method="wB97M-V/def2-TZVPD" total_charge=-1 e_above_lowest_kcal_mol=23.0 mol_weight_g_mol=127.2 lumo_energy_ha=0.1087 homo_lumo_gap_ev=7.3
C 0.734032 1.121527 -0.297460 -0.5837 -0.1186 -1.1007 -0.54
O 1.642201 0.109738 0.021154 -1.3042 1.4611 -0.5490 -0.93
C -0.774897 0.565233 -0.743584 0.8242 1.1463 1.8316 -0.50
C -1.429424 -0.041343 0.544049 -0.2204 0.1318 -0.4931 -0.50
S -3.117154 -0.669100 0.099019 -0.4657 0.3622 -0.3903 -0.31
H 0.662226 1.964681 0.469369 -0.4944 -1.2322 0.0217 0.33
H 0.931890 1.828642 -1.181967 0.6050 -1.1578 0.2184 0.23
H -0.729124 -0.195748 -1.527818 0.3211 0.1008 0.0851 0.29
H -1.328714 1.459863 -1.153724 0.2216 -0.9181 0.5865 0.33
H -0.919746 -0.959712 0.835637 0.4801 0.4757 0.1181 0.23
H -1.430066 0.722974 1.347670 -0.1834 -0.6050 -0.4253 0.36
H -3.752500 -1.106418 1.217677 0.7333 0.2640 0.0112 0.09
H 0.933754 -0.404246 2.442460 -0.9909 -0.7149 0.7722 0.29
H 1.870919 0.194736 1.635063 0.6807 -0.3030 1.4751 0.42
O 1.765438 -0.017573 2.694880 0.3180 0.8306 -2.5792 -0.76
H 1.193875 -1.563386 -2.743942 0.4582 -0.5427 -0.1559 0.29
H 1.795314 -1.150812 -1.450958 0.9343 -1.3799 -0.7278 0.39
O 1.951978 -1.859053 -2.207531 -1.3338 2.1998 1.3014 -0.71

[3]
18
Properties=species:S:1:pos:R:3:forces:R:3:mulliken_charge:R:1 method="wB97M-V/def2-TZVPD" total_charge=-1 e_above_lowest_kcal_mol=126.3 mol_weight_g_mol=111.1 lumo_energy_ha=0.0963 homo_lumo_gap_ev=6.7
C -0.562516 -1.408677 -0.220700 4.4168 -1.5817 -0.1139 0.02
C 0.508653 -1.244266 0.890612 -1.0783 1.8807 1.4215 -0.20
O -0.107765 -1.209343 2.093841 0.0495 -0.3497 -0.1055 -0.92
C 0.000237 -1.253270 -1.504684 -1.6961 -2.3531 0.2207 -0.49
O 0.982486 1.262947 -2.027730 -0.4148 -0.4114 0.4106 -1.02
H -0.638467 -0.347939 -0.900151 -0.2455 1.5607 -0.4770 0.09
H -1.437640 -1.822742 0.263622 -0.8427 0.2905 -0.9922 0.42
H 1.289911 -2.027928 0.880516 -0.1741 -0.2766 -0.9129 0.25
H 0.996185 -0.278781 0.577541 0.2739 -0.3696 0.3170 0.16
H -0.111080 0.283704 2.754800 -0.0122 0.0254 -0.8001 0.45
H 1.009593 -0.949995 -1.721842 0.2385 0.7429 0.7288 0.25
H -0.470696 -1.694683 -2.379659 -0.6287 0.7335 -0.0543 0.26
H 1.084576 1.960805 -2.677603 -0.0377 0.0504 -0.1158 0.12
H -0.049699 1.924491 -0.788756 0.1045 -0.3467 -0.4832 0.43
O -0.752641 2.125214 -0.108271 0.9024 0.8048 0.6284 -0.62
H -0.142505 1.818777 2.193355 -0.0543 -0.8989 0.1171 0.30
H -1.513093 1.609899 -0.306238 -0.8499 -0.5185 -0.3591 0.26
O -0.085540 1.251793 2.981354 0.0487 1.0172 0.5698 -0.75

[4]
18
Properties=species:S:1:pos:R:3:forces:R:3:mulliken_charge:R:1 method="wB97M-V/def2-TZVPD" multiplicity=2 total_charge=-2 mol_weight_g_mol=111.1 lumo_energy_ha="0.2543 / 0.2498" homo_lumo_gap_ev="5.1 / 6.9"
C 1.028356 0.084578 0.601627 -1.0293 1.7626 3.1285 -0.70
C 1.266868 1.420642 0.031668 -5.0524 1.1605 -1.1238 -0.30
O 1.215254 1.424249 -1.376234 1.3284 0.1699 -1.8450 -0.62
C 1.581807 -1.080461 -0.065045 0.6592 0.6914 -0.0278 -0.70
O -0.629282 -2.083973 1.546913 -0.0818 -0.0671 -0.1364 -1.12
H 0.638133 -0.521255 -0.527386 -0.0296 -1.9840 -1.5179 0.15
H 0.109571 -0.036225 1.261904 1.6197 -0.2534 -0.9153 0.68
H 0.333935 2.142306 0.256884 1.9328 -1.2910 0.6962 0.14
H 2.151802 1.877839 0.322235 2.0210 1.0083 0.5490 0.37
H -1.655265 -0.099207 -2.071840 -0.1173 -0.3855 -0.1478 0.15
H 2.586898 -0.966304 -0.514586 -0.6694 0.0713 -0.1272 0.25
H 1.395062 -1.920743 0.552147 -0.4471 -1.0658 -0.0495 0.25
H -1.005094 -2.589981 2.260685 -0.3006 -0.3551 0.4850 0.08
H -1.879099 -0.892200 1.150886 -0.2218 0.3289 0.1007 0.46
O -2.409922 -0.073746 0.881814 0.0466 -0.8941 0.9336 -0.74
H 0.321896 1.101357 -1.757954 -0.1666 -0.0295 1.1809 0.40
H -1.834233 0.246156 0.178652 0.0000 0.4873 -1.0808 0.36
O -1.229274 0.622183 -1.617634 0.5081 0.6452 -0.1025 -1.13

[5]
21
Properties=species:S:1:pos:R:3:forces:R:3:mulliken_charge:R:1 method="wB97M-V/def2-TZVPD" multiplicity=2 total_charge=+1 mol_weight_g_mol=182.1 lumo_energy_ha="-0.3011 / -0.2793" homo_lumo_gap_ev="4.1 / 4.7"
O -27.659350 12.176440 -18.483390 -0.6581 -3.7615 -2.9742 -0.31
V -28.090570 11.047120 -19.528640 -2.8800 6.4567 2.0831 1.50
F -29.199490 12.386100 -20.751300 2.1782 -3.1441 2.2864 -0.49
C -32.252300 13.413240 -21.963470 -0.4181 1.2450 0.0239 -0.44
O -31.459170 14.354440 -21.273320 0.5206 0.3706 0.5962 -0.52
H -31.957230 13.460080 -23.011730 -0.0340 -0.9441 -0.0121 0.25
H -32.183530 12.471230 -21.419420 -0.2241 -0.4758 -0.6524 0.16
H -33.258900 13.828770 -21.916750 -0.1755 -0.4171 0.1139 0.28
H -30.552980 14.072340 -21.417660 0.0622 0.3091 0.0575 0.21
C -28.704550 14.431990 -23.409130 2.5367 0.1945 0.1215 -0.57
O -29.457180 13.302200 -23.306730 -2.5100 -1.7623 -0.0317 -0.46
H -28.248340 14.359240 -24.396380 0.0634 0.7700 -0.0646 0.25
H -29.132180 15.412380 -23.199210 -0.5976 -0.1592 -0.1566 0.25
H -27.916090 14.245040 -22.680090 0.7450 0.9163 -0.0120 0.25
H -29.355630 12.905830 -22.438300 -0.0260 0.0032 -0.1353 0.38
C -30.934520 11.218850 -17.958240 -1.5954 2.2804 0.0142 -0.40
O -29.860380 10.362990 -18.277010 1.9264 -0.4964 -1.2288 -0.40
H -30.766690 11.803210 -17.053540 0.2643 -0.4772 0.2567 0.30
H -31.049790 11.980280 -18.729630 0.1554 -0.2348 -0.3086 0.10
H -31.887360 10.692990 -17.897740 0.2781 -0.2810 0.0313 0.34
H -30.056840 9.505910 -17.891750 0.3883 -0.3921 -0.0079 0.33

[6]
17
Properties=species:S:1:pos:R:3:forces:R:3:mulliken_charge:R:1 method="wB97M-V/def2-TZVPD" multiplicity=2 total_charge=+1 e_above_lowest_kcal_mol=6.6 mol_weight_g_mol=76.1 lumo_energy_ha="-0.1309 / -0.1313" homo_lumo_gap_ev="6.2 / 10.3"
C 0.990960 -0.057763 0.623586 0.4123 1.5498 1.3457 -1.20
C -0.144812 0.093778 -0.322074 -0.0510 -1.0161 2.2945 -0.25
C -1.370149 0.351469 0.615226 0.6175 0.1344 -1.2029 -0.58
N -2.616961 0.069933 -0.241455 0.0070 0.2548 0.3311 -0.29
N 2.943056 -0.390489 -0.469013 1.4522 -1.0910 -1.0274 -0.79
H 1.291119 -0.840777 1.303731 -0.8435 -0.7903 -0.5681 0.40
H 1.412551 0.843518 1.044943 -0.1165 0.3927 -0.3062 0.37
H -0.231403 -0.857178 -0.864644 -0.3993 0.3862 -0.3734 0.37
H -0.047593 0.994175 -0.924438 0.2116 -0.2860 -0.4882 0.34
H -1.389980 -0.228134 1.532764 -0.1640 -0.3322 -0.2590 0.41
H -1.335288 1.406652 0.886380 -0.4241 -0.0679 -0.0471 0.33
H -2.808084 -0.934771 -0.251379 -0.1178 0.1589 0.0272 0.35
H -3.445311 0.585030 0.058865 -0.1028 -0.1720 0.0227 0.34
H -2.393927 0.347337 -1.199956 -0.1528 0.0088 0.0334 0.35
H 3.759504 -0.413560 0.141817 -0.0621 0.5841 0.0677 0.28
H 3.172128 0.184751 -1.276042 0.1641 0.2576 0.1842 0.26
H 3.000983 -1.337502 -0.851164 -0.4306 0.0281 -0.0342 0.28